(1)
# C14H47BNO11Pt

A structure of composition C14H47BNO11Pt (wB97M-V/def2-TZVPD, OMol25).

XYZ file:
```
75
Properties=species:S:1:pos:R:3:forces:R:3:mulliken_charge:R:1
Pt 9.8653 -20.3258 -1.4157 0.307 1.287 0.852 2.17
B 12.2203 -20.1223 -1.6166 0.345 -0.147 0.829 5.15
H 11.7355 -21.0700 -1.4406 -0.626 -3.627 1.097 -1.25
H 11.5061 -19.5358 -2.1736 -2.312 2.875 -2.944 -0.48
H 12.4244 -19.5987 -0.6955 0.780 1.453 3.464 -0.63
H 13.1271 -20.2627 -2.1843 2.554 -0.572 -2.605 -1.03
C 10.4842 -20.7323 1.6288 -0.320 -0.767 -0.778 -0.21
C 9.8103 -22.0091 1.0638 0.910 0.619 0.815 -0.92
O 10.1817 -22.2628 -0.2951 -0.302 0.313 0.151 -0.46
O 10.3271 -19.6346 0.7169 -1.560 -2.070 0.036 -0.72
H 11.5512 -20.8783 1.7972 0.002 -0.165 0.112 0.27
H 9.9468 -20.5249 2.5541 0.229 0.135 0.186 0.50
H 8.7305 -21.8888 1.1506 -0.050 -0.322 -0.094 0.33
H 10.2071 -22.8442 1.6411 -0.504 0.025 0.329 0.47
H 10.3708 -23.1960 -0.4178 -0.067 -0.141 -0.344 0.24
H 10.8889 -18.9380 1.0644 0.704 1.990 -0.145 0.05
C 15.1648 -22.3097 -0.3384 -0.480 0.763 1.141 -0.37
C 13.9811 -23.2430 -0.3678 0.466 -0.876 0.164 -0.31
O 13.2081 -23.0411 -1.5286 -0.483 -0.580 -0.860 -0.67
O 14.6935 -20.9987 -0.0234 0.258 -0.014 0.141 -0.59
H 15.7529 -22.2671 -1.2552 -0.142 -0.461 -0.190 0.26
H 15.8121 -22.5861 0.4939 0.139 -0.080 -0.078 0.39
H 13.3240 -23.1721 0.4990 0.232 0.613 0.376 0.13
H 14.3170 -24.2779 -0.3029 0.123 -0.196 -0.557 0.42
H 12.4751 -22.4556 -1.3246 0.245 0.316 0.081 -0.73
H 14.1186 -20.7286 -0.7432 -0.005 0.222 -0.113 -0.50
C 9.8726 -16.7838 -1.7820 -0.302 0.843 -1.206 -0.75
C 11.3066 -16.8748 -2.2954 0.180 0.498 0.992 -0.34
O 12.2554 -17.1986 -1.2677 -0.614 0.722 -1.082 -0.69
O 9.3557 -18.0337 -1.3494 0.100 -1.347 0.376 -0.34
H 9.2605 -16.4818 -2.6319 0.026 0.220 -0.326 0.43
H 9.6797 -16.0166 -1.0322 0.504 -0.179 0.356 0.36
H 11.6149 -15.8964 -2.6640 -0.284 0.122 -0.010 0.50
H 11.3487 -17.5425 -3.1558 0.135 -0.343 0.117 0.11
H 12.2524 -18.1561 -1.1981 0.183 -0.587 0.294 0.14
H 8.3991 -18.0378 -1.2681 -0.089 0.517 0.050 0.22
C 8.8775 -20.7769 -4.5657 1.613 -0.667 -0.189 -0.77
C 9.9890 -21.8449 -4.5023 0.024 0.168 0.145 -0.37
O 10.3467 -22.1048 -3.1409 -0.999 -0.111 -0.073 -0.37
O 9.3096 -19.6949 -3.7216 -0.524 -0.546 -0.224 -0.36
H 7.9381 -21.2354 -4.2568 -0.142 0.378 0.186 0.32
H 8.8343 -20.4295 -5.5979 -0.270 -0.096 0.008 0.48
H 10.9311 -21.5230 -4.9460 -0.349 0.209 -0.658 0.19
H 9.6107 -22.7633 -4.9512 0.090 0.052 -0.278 0.45
H 10.8489 -22.9225 -3.1144 0.238 -0.111 0.109 0.24
H 9.0111 -18.8593 -4.0880 -0.082 0.142 0.129 0.21
C 14.0046 -22.9816 -5.1441 0.039 -0.508 1.686 -0.33
O 14.6927 -22.3208 -4.0908 1.107 0.867 -0.569 -0.56
H 13.0721 -22.4350 -5.2842 -0.217 -0.386 -0.687 -0.05
H 14.5958 -23.1196 -6.0494 0.083 0.663 0.154 0.30
H 13.8767 -23.9795 -4.7246 -0.837 -0.411 -0.599 0.24
H 14.1192 -22.2644 -3.3230 -0.173 -0.261 0.136 0.29
C 14.8225 -18.4486 -3.5698 0.144 -0.163 0.312 -0.25
O 14.8876 -17.2946 -2.7730 0.167 0.576 0.219 -0.63
H 14.7788 -19.3341 -2.9358 0.121 -0.219 -0.186 0.03
H 13.9192 -18.4149 -4.1790 0.050 -0.239 -0.461 0.11
H 15.7367 -18.4879 -4.1620 -0.258 -0.030 -0.170 0.40
H 14.0836 -17.2660 -2.2492 -0.096 0.176 0.255 0.32
C 14.2505 -17.2600 1.8163 0.618 -0.750 1.210 -1.80
C 12.9671 -17.9861 2.2919 0.962 0.505 -1.836 1.65
C 12.6695 -18.0864 3.7889 1.382 -0.378 1.010 -0.86
O 13.8032 -18.6622 4.5817 -1.936 -0.729 -3.081 -0.30
C 13.9988 -18.0339 5.7844 0.066 1.243 0.552 -0.75
N 11.8725 -17.3159 1.5781 -1.853 -0.210 1.260 -0.52
H 14.4052 -17.2870 0.7376 -0.363 -0.329 -0.038 0.35
H 15.1184 -17.7341 2.2746 0.162 0.069 -0.038 0.44
H 14.2749 -16.2047 2.0882 -0.281 0.047 0.264 0.40
H 12.9343 -18.9816 1.8492 0.755 -0.406 0.327 -0.71
H 11.7822 -18.6954 3.9616 -0.013 -0.388 -0.099 0.30
H 12.3837 -17.1204 4.2052 0.388 0.412 -0.017 0.50
H 13.0621 -17.9089 6.3275 -0.081 0.008 0.310 0.30
H 14.4017 -17.0531 5.5314 0.171 0.424 0.671 0.33
H 14.7106 -18.5791 6.4042 -0.051 -0.112 -0.213 0.23
H 12.1153 -16.8823 0.6988 0.502 -0.237 -0.097 0.15
H 11.5663 -16.5669 2.1825 -0.440 0.292 -0.054 0.27
```
Positions in Å, forces in eV/Å.

Values from the calculation:
⟨S²⟩ ... 2.00
E_HOMO (alpha / beta) ... -0.424 / -0.424 Ha
E_LUMO (alpha / beta) ... -3.78 / -5.44 eV
ΔE to the lowest compared entry with this formula, charge and spin ... 140.7 kJ/mol
Multiplicity ... 3
Charge ... +1
Kohn-Sham gap (alpha / beta) ... 7.767 / 6.107 eV

(2)
# C14H47N16O12Pd

A structure of composition C14H47N16O12Pd (wB97M-V/def2-TZVPD, OMol25).

XYZ file:
```
90
Properties=species:S:1:pos:R:3:forces:R:3:mulliken_charge:R:1
N 0.5381 -3.2278 0.3100 -0.717 -0.009 -0.168 0.03
H 0.1054 -3.9161 0.9217 0.086 -0.170 -0.162 0.47
H 1.4907 -2.9601 0.6683 0.651 0.354 -0.378 0.22
H -0.1184 -2.4209 0.2264 0.130 0.542 0.263 0.05
H 0.6322 -3.5741 -0.6438 0.194 -0.346 0.177 0.48
Pd -3.3718 -1.4279 -0.4038 0.566 2.308 -1.282 0.16
C -1.1613 0.1185 -0.3888 -0.207 -0.073 0.209 -0.06
O -1.2456 -1.0683 0.1488 0.900 -0.882 0.454 -1.05
O -2.2850 0.4601 -0.9207 -0.853 0.093 -0.770 1.56
O -0.1729 0.8748 -0.3802 -0.141 -0.511 0.292 0.49
C 5.2640 -0.3020 -1.4411 0.423 -0.782 0.187 -0.74
O 4.1100 -1.1120 -1.6544 -0.325 0.419 -0.064 -0.52
C 2.9384 -0.6338 -0.9966 0.162 -1.313 -0.830 -0.15
C 3.0260 -0.8504 0.5007 0.520 0.853 -0.234 0.78
N 3.1805 -2.2676 0.8416 -1.287 -0.116 0.409 -0.54
C 3.1382 -2.4248 2.2964 0.371 -0.710 0.571 0.11
C 3.3341 -3.8727 2.7408 0.734 0.395 0.145 -1.00
O 4.7228 -4.0854 2.9073 0.404 0.317 0.115 -0.34
C 5.0718 -5.4348 3.0994 -1.326 -0.799 0.006 -0.76
H 5.9615 -0.9577 -0.9112 0.295 0.395 0.043 0.30
H 5.1022 0.5976 -0.8447 -0.294 -0.034 -0.012 0.25
H 5.7202 -0.0220 -2.3909 -0.178 -0.003 -0.080 0.29
H 2.1365 -1.2949 -1.3567 0.039 -0.009 -0.077 -0.06
H 2.6825 0.3387 -1.4208 0.078 0.440 0.881 0.43
H 2.1231 -0.4358 0.9486 0.017 -0.250 0.197 -0.92
H 3.8603 -0.2951 0.9386 -0.105 0.266 -0.052 0.82
H 4.0609 -2.6483 0.5146 0.002 0.153 -0.255 0.28
H 2.1974 -2.0931 2.7465 -0.139 0.290 -0.509 -0.25
H 3.9289 -1.8539 2.7954 -0.063 0.114 0.001 0.66
H 2.9842 -4.6149 2.0113 -0.475 0.114 0.013 0.33
H 2.8270 -3.9661 3.7073 -0.060 -0.445 -0.041 0.45
H 5.0116 -5.9771 2.1475 0.595 0.054 -0.074 0.29
H 4.3128 -5.9554 3.7035 0.063 0.235 0.268 0.31
H 6.0111 -5.5567 3.6273 0.236 0.317 -0.345 0.27
C -4.3137 0.2593 2.4344 -0.761 0.519 -0.444 0.52
O -3.9932 -0.2389 1.3365 0.221 -0.222 0.395 -0.59
N -5.2943 -0.2726 3.1942 0.371 -0.378 -0.183 -0.46
N -3.8285 1.4431 2.8468 0.437 -0.277 -0.243 -0.26
H -5.7151 -1.1187 2.8568 -0.144 0.017 0.220 0.22
H -5.6067 0.1729 4.0353 -0.144 -0.128 0.068 0.16
H -4.0404 1.8304 3.7469 0.001 0.040 0.032 0.20
H -3.1295 1.8918 2.2784 0.015 0.082 0.080 0.14
C 3.2384 2.8588 0.4945 -0.331 1.193 0.316 0.62
O 3.3382 2.1970 1.5181 0.113 -0.455 -0.529 -0.61
N 4.1948 3.7357 0.0551 0.407 -0.235 -0.145 -0.44
N 2.1120 2.8998 -0.2736 -0.753 -0.422 0.032 -0.11
H 5.1283 3.6982 0.4207 -0.146 0.035 0.311 0.25
H 3.9460 4.5228 -0.5121 0.042 -0.041 -0.178 0.16
H 1.3086 2.3444 -0.0295 0.186 -0.108 0.264 -0.29
H 1.9572 3.4797 -1.0779 0.475 0.110 -0.080 0.24
C -2.7020 3.9645 0.6887 -1.025 0.515 0.181 0.23
O -3.2764 4.9907 1.0192 0.567 -0.249 -0.211 -0.68
N -1.5018 3.5448 1.1952 -0.200 -0.356 -0.146 -0.07
N -3.2590 3.0619 -0.1876 0.765 0.000 0.315 0.10
H -1.1944 2.6217 0.9428 0.565 0.081 0.097 -0.07
H -0.9650 4.1284 1.8095 -0.073 -0.003 0.053 0.19
H -2.7632 2.2049 -0.4071 -0.508 0.081 -0.199 -0.40
H -4.0917 3.3245 -0.6728 -0.166 0.004 0.107 0.13
C -2.1619 -1.8202 -3.5060 1.077 0.591 0.674 0.52
O -2.6953 -2.0984 -2.4188 -0.530 -0.808 0.117 -0.59
N -2.0524 -2.7383 -4.4887 -0.167 0.931 0.837 -0.41
N -1.5455 -0.6202 -3.6806 -0.664 -0.735 0.028 -0.19
H -2.4515 -3.6294 -4.2568 0.140 -0.224 -0.673 0.26
H -1.5935 -2.4382 -5.3278 -0.186 -0.749 -0.368 0.17
H -0.9617 -0.4251 -4.4722 -0.052 0.308 0.002 0.23
H -1.7381 0.0550 -2.9586 0.318 0.240 -0.051 -0.09
C 0.3367 -0.1395 3.5793 0.587 0.524 0.598 0.30
O 0.6558 -0.1492 4.7625 -0.173 -0.015 -0.535 -0.72
N 0.8267 0.7652 2.6809 -0.143 0.143 0.399 0.21
N -0.5284 -1.0459 3.0532 -0.377 -0.744 -0.338 -0.03
H 0.5906 0.7588 1.7035 -0.036 0.018 -0.036 -0.73
H 1.4505 1.4701 3.0376 0.171 -0.094 -0.206 0.18
H -0.8766 -1.7491 3.6797 -0.036 0.080 0.018 0.22
H -0.7681 -1.0675 2.0723 -0.151 0.123 0.111 0.04
C 0.0167 3.1107 -3.4357 1.602 0.960 -0.116 0.44
O 0.2193 3.7307 -4.4691 -0.465 -0.440 0.156 -0.69
N -0.8411 3.5409 -2.4655 -0.238 -0.174 -0.576 -0.23
N 0.7972 2.0564 -3.0369 -0.364 -0.979 0.377 -0.06
H -1.3523 4.3719 -2.7066 -0.244 -0.112 0.346 0.22
H -0.9932 2.9993 -1.6354 -0.207 0.223 0.173 0.18
H 0.5823 1.5688 -2.1789 0.046 0.074 0.046 -0.23
H 1.6457 1.7853 -3.4967 -0.152 0.298 -0.465 0.21
C -5.3948 0.4587 -2.4565 -1.043 -0.763 -0.057 0.49
O -5.1239 -0.5898 -1.8480 0.242 0.022 0.108 -0.52
N -4.5559 1.4976 -2.6136 0.756 -0.306 0.314 -0.20
N -6.6032 0.6037 -3.0584 0.062 0.388 0.021 -0.41
H -3.6103 1.3260 -2.3100 -0.011 0.380 0.203 -0.08
H -4.8611 2.4204 -2.8528 0.028 0.022 -0.222 0.27
H -7.2839 -0.1320 -3.0763 0.111 -0.117 0.244 0.25
H -6.7946 1.4385 -3.5805 -0.111 -0.074 -0.143 0.15
```
Positions in Å, forces in eV/Å.

Values from the calculation:
⟨S²⟩ ... 2.01
E_HOMO (alpha / beta) ... -0.428 / -0.428 Ha
E_LUMO (alpha / beta) ... -2.95 / -4.77 eV
ΔE to the lowest compared entry with this formula, charge and spin ... 0.0 kJ/mol
Multiplicity ... 3
Charge ... +1
Kohn-Sham gap (alpha / beta) ... 8.700 / 6.880 eV